This record from OMol25 describes C2H3BrOS as an isolated structure in a non-equilibrium geometry. The level of theory is the ωB97M-V functional and the def2-TZVPD basis.

Last column: Löwdin charge in e.
CARTESIAN COORDINATES (ANGSTROEM)
C 0.992 -0.007 0.023  -0.81
C -0.468 0.078 0.174  -0.43
O -1.099 -1.165 0.115  -0.10
S 1.947 2.061 -0.502  0.08
Br 2.119 -1.410 -0.280  0.81
H -0.881 0.870 -0.624  0.17
H -0.513 0.652 1.156  0.14
H -2.097 -1.079 -0.063  0.14

Summary:
Energy relative to the best compared isomer or geometry (same formula, charge and spin), kcal per mole: 110.0
Kohn-Sham gap (alpha / beta), eV: 6.760 / 6.255
Total charge: 0
Lowest unoccupied orbital energy (alpha / beta), eV: -1.665 / -1.954
E_HOMO (alpha / beta), Ha: -0.30964 / -0.30167